The following is a DFT calculation (ωB97M-V/def2-TZVPD) of a 3-piece molecular cluster, C6H15NO overall at a distorted geometry.

Output
- Relative energy (zero: lowest compared OMol25 entry of this formula, charge and spin): 817.76 kJ/mol
- Gap between HOMO and LUMO: 3.9 eV
- E: -367.31983 Ha
- E_HOMO: -7.6 eV

Each line ends with the natural charge from an NBO analysis.
Atoms and positions in Å:
1 C -1.56 0.81 1.74  -0.63
2 C -0.42 -0.18 1.47  -0.38
3 N 0.84 0.37 1.55  0.01
4 C 1.85 -0.60 1.54  -0.52
5 C 0.09 -1.26 -1.97  -0.38
6 C 1.04 -0.34 -1.73  -0.21
7 C 0.74 1.07 -1.37  -0.68
8 O -2.19 -0.05 -1.10  -1.13
9 H -1.32 1.55 2.49  0.21
10 H -2.47 0.24 1.93  0.23
11 H -1.83 1.34 0.83  0.27
12 H -0.66 -0.66 0.48  0.39
13 H -0.54 -1.01 2.19  0.26
14 H 2.11 -0.89 0.50  0.30
15 H 2.78 -0.27 2.01  0.23
16 H 1.58 -1.54 2.04  0.22
17 H -0.99 -1.03 -1.69  0.30
18 H 0.44 -2.29 -1.96  0.18
19 H 1.21 1.27 -0.38  0.22
20 H 2.10 -0.58 -1.81  0.18
21 H 1.15 1.81 -2.06  0.23
22 H -0.33 1.19 -1.22  0.27
23 H -2.47 0.41 -1.89  0.43